A molecular structure, C24H21ClN4O5PdS in a non-equilibrium geometry, computed with wB97M-V/def2-TZVPD.

Each line ends with the natural charge from an NBO analysis.
Positions of all 57 atoms, in Å:
Pd: 0.39781 0.27492 0.12125  0.81
O: -3.13704 3.38348 -2.46444  -0.71
C: -2.44036 2.85944 -3.49228  0.43
C: -2.56603 3.48088 -4.74204  -0.31
C: -1.88282 2.99335 -5.83726  -0.18
C: -1.05278 1.87771 -5.72104  -0.27
C: -0.91375 1.27949 -4.48469  -0.14
C: -1.59223 1.74837 -3.36076  -0.25
C: -1.32045 1.06673 -2.05377  0.62
O: -0.30633 0.33316 -1.98791  -0.75
N: -2.20410 1.30961 -1.07703  -0.52
N: -1.81277 0.63212 0.07249  -0.28
C: -2.61950 0.63920 1.04225  0.08
C: -2.45090 -0.28899 2.20320  -0.15
C: -3.17796 -0.04157 3.35895  -0.17
C: -3.04979 -0.84200 4.48562  -0.21
C: -2.19185 -1.93077 4.45476  -0.19
C: -1.49516 -2.22805 3.29459  -0.25
C: -1.64430 -1.41643 2.18381  0.36
O: -1.05741 -1.78448 0.96988  -0.49
H: -3.01855 2.75657 -1.69721  0.51
H: -3.21591 4.34395 -4.81864  0.22
H: -2.00039 3.48271 -6.79790  0.21
H: -0.51833 1.49401 -6.58047  0.21
H: -0.26009 0.42715 -4.35068  0.23
H: -3.46261 1.33449 1.05241  0.19
H: -3.84767 0.81135 3.37273  0.22
H: -3.61186 -0.61166 5.38084  0.22
H: -2.07642 -2.56042 5.32793  0.22
H: -0.85354 -3.09692 3.23393  0.23
C: 1.63965 -3.54914 0.03156  -0.25
O: 0.67723 -2.50843 -0.17010  -0.51
C: 0.30792 -1.84266 0.93966  0.94
O: 1.03953 -1.61844 1.88364  -0.66
H: 1.96998 -3.84257 -0.95888  0.21
H: 1.16698 -4.39590 0.52824  0.19
H: 2.48023 -3.20370 0.62587  0.18
Cl: 0.03843 2.98897 1.00056  -0.07
C: 0.73224 1.46288 1.63282  -0.46
H: 0.16141 1.14264 2.49692  0.20
H: 1.79167 1.60774 1.79428  0.20
N: 3.52325 -0.71247 0.39020  -0.80
C: 3.29059 0.10288 -0.66582  0.30
N: 2.28779 0.93440 -0.74401  -0.58
C: 2.37025 1.70358 -1.92103  0.21
C: 1.50001 2.72014 -2.29275  -0.22
C: 1.72129 3.38447 -3.48476  -0.18
C: 2.80371 3.05545 -4.30464  -0.21
C: 3.68981 2.06021 -3.93101  -0.22
C: 3.45533 1.39801 -2.73239  -0.24
S: 4.41188 0.14137 -1.99130  0.36
H: 2.77496 -0.86214 1.05813  0.43
H: 4.19769 -1.44957 0.29211  0.40
H: 0.66032 2.97090 -1.66024  0.24
H: 1.03018 4.15974 -3.79239  0.23
H: 2.95477 3.58366 -5.23685  0.22
H: 4.53876 1.80636 -4.55308  0.22

Calculated values
Frontier orbital gap (spin up / spin down)   7.66 / 7.66 eV
Relative energy (zero: lowest compared OMol25 entry of this formula, charge and spin)   0.000 eV
E_HOMO (spin up / spin down)   -7.81 / -7.81 eV

=====

2 unconnected molecules or ions with the total composition C4H6FN2O2S in a non-equilibrium geometry, computed with wB97M-V/def2-TZVPD.

Each line ends with the natural charge from an NBO analysis.
Positions of all 16 atoms, in Å:
C: -0.54838 -1.96812 -0.37895  -0.17
C: 0.47507 -1.08638 -0.09233  0.35
C: -1.44171 0.01567 0.13268  0.46
C: -2.32084 1.21017 0.25838  -0.67
N: -1.69009 -1.28631 -0.22649  -0.48
N: -0.10281 0.12311 0.30742  -0.53
O: 4.67377 1.06086 -1.09892  -0.72
O: 2.65103 0.99873 0.36553  -0.87
F: 4.59056 -0.13968 1.15008  -0.46
S: 3.77537 0.34561 -0.21057  2.06
H: -0.39948 -2.92893 -0.88150  0.28
H: -3.32089 0.90945 0.47262  0.26
H: -1.84332 1.84518 1.03875  0.27
H: -2.26810 1.73418 -0.76423  0.27
H: -2.61412 -1.77991 -0.45608  0.48
H: 0.38395 0.94638 0.38361  0.46

Calculated values
Frontier orbital gap (spin up / spin down)   7.68 / 7.69 eV
Total charge   +1
Relative energy (zero: lowest compared OMol25 entry of this formula, charge and spin)   2.224 eV
E_HOMO (spin up / spin down)   -14.13 / -14.47 eV

=====

7 unconnected molecules or ions with the total composition C38H114N18O7P6S in a non-equilibrium geometry, computed with wB97M-V/def2-TZVPD.

Each line ends with the Mulliken charge.
Positions of all 184 atoms, in Å:
O: 6.65396 8.71265 18.16822  -1.05
P: 7.48558 9.14814 17.03502  0.48
N: 7.15318 10.76526 16.51464  0.60
C: 6.34864 11.69050 17.37585  -1.14
C: 7.74745 11.38827 15.25094  -1.00
N: 7.26173 8.13674 15.65259  0.73
C: 8.02734 6.89842 15.59054  0.05
C: 6.08042 8.16276 14.81302  -0.64
N: 9.15927 9.17397 17.27570  0.40
C: 10.16125 9.32666 16.21811  -1.11
C: 9.67165 9.30466 18.67768  -1.10
H: 5.62450 12.18531 16.72864  0.58
H: 7.05638 12.33261 17.90015  0.28
H: 5.76411 11.12400 18.10079  0.24
H: 8.66685 11.87063 15.58282  0.38
H: 7.05504 12.14686 14.88596  0.25
H: 7.89166 10.67115 14.44284  0.35
H: 8.22956 6.55082 14.57744  -0.23
H: 8.99661 7.04024 16.06856  1.08
H: 7.46351 6.13387 16.12502  -1.14
H: 5.80696 9.17763 14.52429  -0.35
H: 6.18942 7.57123 13.90400  -0.53
H: 5.22967 7.85820 15.42260  0.75
H: 9.75382 8.90963 15.29715  0.33
H: 10.37919 10.37663 16.02279  0.25
H: 11.07423 8.84866 16.57322  0.46
H: 9.70108 8.30676 19.11522  0.26
H: 9.07273 9.84829 19.40835  0.31
H: 10.66695 9.74892 18.68760  0.43
O: 3.75258 8.85794 14.60389  -1.06
P: 3.31644 9.94017 13.70236  -0.35
N: 2.96963 9.44887 12.06332  0.51
C: 2.76835 10.41267 10.92616  -1.35
C: 2.78435 7.97939 11.79066  -0.80
N: 4.39164 11.26775 13.56743  0.43
C: 5.59616 11.14431 12.61776  -0.66
C: 4.61056 12.02135 14.77906  -1.64
N: 1.84089 10.68728 14.24882  0.48
C: 1.18509 11.93650 13.64838  -1.00
C: 0.91495 9.91849 15.06248  -1.08
H: 3.14037 9.96908 10.00262  0.39
H: 2.94680 11.46411 11.15136  0.39
H: 1.69557 10.39556 10.73388  0.42
H: 1.97314 7.84499 11.07515  0.62
H: 2.53739 7.47336 12.72396  0.23
H: 3.59948 7.42780 11.32224  0.39
H: 5.80572 12.13570 12.21610  0.33
H: 6.46380 10.86997 13.21780  -0.05
H: 5.34019 10.39629 11.86739  0.21
H: 3.77196 12.65891 15.05906  0.13
H: 4.79420 11.30089 15.57613  0.40
H: 5.51901 12.60900 14.64684  0.91
H: 1.77953 12.81747 13.89050  0.23
H: 1.13894 11.80919 12.56682  0.21
H: 0.15086 11.99048 13.98832  0.47
H: 1.54552 9.15997 15.52632  -0.04
H: 0.13410 9.42429 14.48443  0.48
H: 0.45977 10.46761 15.88672  0.58
O: 7.49983 5.32145 19.90174  -1.04
P: 6.78840 4.07358 20.24970  0.81
N: 5.46532 3.74451 19.17106  0.88
C: 5.68884 3.24433 17.85464  -1.73
C: 4.18040 4.41393 19.31674  -0.34
N: 6.03158 4.04869 21.81392  0.14
C: 5.69056 5.35841 22.41596  -0.88
C: 5.24165 2.97504 22.30573  -0.79
N: 7.79891 2.67665 20.18865  0.31
C: 9.24199 2.84626 20.44059  -1.24
C: 7.22377 1.34830 20.13265  -0.96
H: 5.39979 3.94461 17.07097  0.31
H: 5.11476 2.33997 17.65304  0.36
H: 6.71882 2.96634 17.63109  0.58
H: 3.96629 4.62261 20.36493  0.47
H: 3.37706 3.76528 18.96746  0.29
H: 4.14678 5.37684 18.80705  -1.23
H: 6.50325 6.02128 22.11897  0.27
H: 4.76274 5.80097 22.05349  0.24
H: 5.66006 5.36056 23.50554  0.36
H: 4.18338 3.03230 22.05102  0.20
H: 5.65353 2.02915 21.95394  0.14
H: 5.45364 2.90557 23.37266  0.45
H: 9.84789 2.08463 19.94977  0.49
H: 9.62554 3.80000 20.07812  0.32
H: 9.43843 2.73057 21.50648  0.35
H: 6.18853 1.28683 19.79710  0.24
H: 7.27895 0.83346 21.09181  0.42
H: 7.78458 0.75708 19.40874  0.04
O: 9.87591 0.95047 14.41635  -0.93
P: 8.65391 1.44258 15.11225  0.36
N: 8.69252 1.28284 16.85227  0.51
C: 9.42839 2.25947 17.72183  -0.30
C: 8.80607 -0.05348 17.45082  -1.31
N: 7.11647 0.64735 14.77469  0.34
C: 6.87454 0.09119 13.49912  -1.21
C: 5.98782 0.66327 15.67627  -0.33
N: 8.43451 3.06965 14.76719  0.69
C: 7.29082 3.78442 15.27987  -0.80
C: 9.61295 3.86457 14.83776  -0.91
H: 9.38790 2.04995 18.79074  -0.44
H: 8.90187 3.21304 17.76167  -0.02
H: 10.47662 2.41855 17.46879  0.53
H: 9.76646 -0.06077 17.96630  0.49
H: 8.68924 -0.91629 16.79505  0.35
H: 8.00732 -0.31394 18.14526  0.41
H: 6.06067 -0.63355 13.47789  0.45
H: 6.66272 0.86994 12.76646  0.51
H: 7.76995 -0.36884 13.08114  0.40
H: 6.11123 -0.22470 16.29625  0.34
H: 6.12152 1.46658 16.40078  -0.45
H: 5.04811 0.72758 15.12773  0.59
H: 7.28076 3.87074 16.36639  0.03
H: 7.18978 4.78990 14.87137  0.71
H: 6.32147 3.30203 15.15431  0.37
H: 10.10818 3.61477 15.77608  0.25
H: 9.41843 4.92984 14.96214  0.30
H: 10.30695 3.76585 14.00307  0.23
O: -0.18511 3.68796 18.21588  -0.85
P: 0.54556 4.54462 17.23777  0.05
N: -0.24408 6.08307 17.07341  0.47
C: 0.24507 7.26942 16.45108  0.01
C: -1.59944 6.27164 17.60387  -1.29
N: 0.51058 4.06986 15.56746  0.26
C: 1.41764 4.59109 14.48901  -0.36
C: -0.12451 2.74938 15.36058  -1.08
N: 2.13086 4.95675 17.60843  1.21
C: 2.39425 5.79150 18.81267  -1.34
C: 3.18749 4.01718 17.32595  -0.17
H: -0.27973 7.51970 15.52911  0.44
H: 1.23992 6.99567 16.09976  -0.61
H: 0.27940 8.11016 17.14398  0.45
H: -2.40582 6.35787 16.87557  0.30
H: -1.65802 7.11869 18.28737  0.34
H: -1.76447 5.42646 18.27210  0.40
H: 1.16124 4.14469 13.52823  0.46
H: 1.42714 5.66687 14.31377  -0.08
H: 2.48693 4.43600 14.63269  0.15
H: -0.60849 2.73214 14.38408  0.39
H: 0.55814 1.90025 15.39295  0.30
H: -0.95897 2.63218 16.05198  0.36
H: 3.41199 6.18102 18.78889  0.94
H: 1.79142 6.68679 18.96486  0.48
H: 2.23498 5.24985 19.74507  0.33
H: 4.14418 4.24127 17.79777  -0.80
H: 3.42851 4.05541 16.26362  -0.59
H: 2.94696 2.97168 17.51878  0.46
O: 4.84353 3.77404 10.48990  -0.96
P: 5.76044 4.77396 11.10488  0.53
N: 6.85333 4.28576 12.29437  0.53
C: 8.03925 5.08025 12.79732  -0.35
C: 6.58012 3.07194 13.01932  -0.25
N: 5.02594 6.14305 11.85728  -0.07
C: 5.73321 7.45957 11.96672  -0.14
C: 3.84840 5.99921 12.71169  0.21
N: 6.76051 5.36957 9.89615  0.47
C: 6.24139 6.29781 8.90064  -1.12
C: 7.94264 4.56861 9.41824  -1.00
H: 8.01956 5.22213 13.87786  -1.27
H: 8.11349 6.07209 12.35141  0.20
H: 8.99319 4.61555 12.54805  0.81
H: 6.85272 2.18845 12.44205  0.00
H: 5.54476 2.83017 13.25954  0.58
H: 7.12061 3.10205 13.96540  -1.21
H: 6.28217 7.59262 12.89894  0.20
H: 6.47054 7.57317 11.17202  0.94
H: 5.04597 8.30541 11.94777  -1.03
H: 3.37083 5.05741 12.44142  0.54
H: 4.21092 5.91379 13.73606  0.02
H: 3.06178 6.73768 12.55674  -1.10
H: 5.30560 6.84703 9.00419  0.24
H: 7.06488 7.00451 8.79788  0.38
H: 6.26094 5.81128 7.92544  0.37
H: 8.68793 5.20255 8.93786  0.31
H: 7.58962 3.79144 8.74038  0.32
H: 8.39163 4.11436 10.30153  0.26
C: 3.95713 6.83065 15.01151  0.61
S: 5.18287 5.58784 15.66806  1.06
O: 6.35891 5.82769 14.70458  -0.83
C: 5.60399 6.13953 17.31426  0.07
H: 3.17162 6.96377 15.75539  -0.46
H: 3.57036 6.35190 14.11190  -1.21
H: 4.47122 7.75781 14.75820  0.92
H: 6.18928 5.41323 17.87819  -0.25
H: 4.68846 6.35768 17.86409  0.89
H: 6.12138 7.09741 17.26066  -0.22

Calculated values
Frontier orbital gap   7.54 eV
Relative energy (zero: lowest compared OMol25 entry of this formula, charge and spin)   31.293 eV
E_HOMO   -7.20 eV

=====

A single C5H6OS molecule, computed with wB97M-V/def2-TZVPD.

Each line ends with the natural charge from an NBO analysis.
Positions of all 13 atoms, in Å:
C: 1.30900 1.68696 -0.43627  -0.35
C: 2.02229 0.85411 0.30971  -0.25
C: 2.01327 -0.62842 0.21949  -0.27
C: 1.01794 -1.42177 -0.16240  0.12
O: -0.25681 -0.97397 -0.53380  -0.50
C: -0.98506 -0.33795 0.39328  0.03
S: -2.40560 0.34577 0.07453  -0.02
H: 0.62331 1.31880 -1.20271  0.21
H: 1.37878 2.74871 -0.31175  0.21
H: 2.69926 1.24413 1.04138  0.21
H: 2.93610 -1.14414 0.48207  0.23
H: 1.11556 -2.50244 -0.25689  0.20
H: -0.47350 -0.32327 1.38295  0.18

Calculated values
Frontier orbital gap   9.28 eV
Relative energy (zero: lowest compared OMol25 entry of this formula, charge and spin)   1.830 eV
SMILES string   C=C/C=C\OC=S
E_HOMO   -8.97 eV